Record 1
Molecular formula: C5H6O2
Method: DFT, ωB97M-V/def2-TZVPD

Geometry as XYZ:
```
13
Properties=species:S:1:pos:R:3:forces:R:3
O 0.940 1.995 1.101 -0.2 -0.5 -0.1
C 0.606 0.997 0.509 0.4 0.2 0.0
C 1.578 -0.044 -0.051 0.2 0.2 0.3
O 0.820 -1.002 -0.764 -0.1 0.3 0.4
C -0.462 -0.511 -1.024 -2.2 -0.2 2.9
C -1.422 -0.615 0.422 0.6 -0.8 -1.1
C -0.780 0.656 0.061 0.8 -0.1 -1.6
H 2.143 -0.537 0.751 -0.1 0.1 -0.2
H 2.291 0.474 -0.713 -0.2 -0.1 0.1
H -0.808 -1.058 -1.913 -0.6 1.5 0.2
H -0.950 -1.356 1.043 0.3 0.2 0.4
H -2.517 -0.534 0.586 0.8 -0.4 -0.9
H -1.439 1.534 -0.009 0.4 -0.5 -0.5
```
Positions in Å, forces in eV/Å.

Its HOMO-LUMO gap is 9.691 eV. Its relative energy (zero: lowest compared OMol25 entry of this formula, charge and spin) is 269.0 kJ/mol. As for the spin multiplicity: 1. The calculation puts the molecular weight at 98.10 g/mol. The net charge is 0. For the LUMO energy, the calculation gives 0.85 eV. Its SMILES is O=C1CO[C@H]2C[C@@H]12. The value obtained for the total energy is -344.4995 a.u.

Record 2
Molecular formula: C5H7ClS
Method: DFT, ωB97M-V/def2-TZVPD

Geometry as XYZ:
```
14
Properties=species:S:1:pos:R:3:forces:R:3
C 0.106 0.803 0.632 1.7 -0.6 -0.9
C -1.069 1.492 0.592 -2.1 2.1 1.5
C 0.549 -0.143 -0.249 1.9 0.0 -0.7
C -2.289 -0.662 -0.613 1.0 -1.8 0.9
C 2.036 -0.591 -0.142 -2.1 -1.2 2.3
S -2.475 0.944 -0.217 0.4 0.6 0.0
Cl -1.264 -1.708 0.383 -1.3 0.3 -0.5
H 0.889 1.045 1.315 0.0 0.5 1.0
H -1.223 2.380 1.360 0.0 -2.0 -1.8
H 0.095 -0.268 -1.233 -0.2 -0.3 0.5
H -2.340 -1.161 -1.577 -0.5 0.8 0.0
H 2.316 -0.208 0.922 0.4 -0.7 -2.2
H 2.506 -0.178 -1.012 0.9 0.4 -0.1
H 2.164 -1.746 -0.161 -0.3 2.0 0.0
```
Positions in Å, forces in eV/Å.

Its HOMO-LUMO gap (alpha / beta) is 7.303 / 6.983 eV. Its relative energy (zero: lowest compared OMol25 entry of this formula, charge and spin) is 342.0 kJ/mol. As for the spin multiplicity: 1. The calculation puts the molecular weight at 134.63 g/mol. The net charge is 0. For the LUMO energy (alpha / beta), the calculation gives -0.27 / -0.35 eV. The value obtained for the total energy is -1052.9433 a.u.